[1]
Formula: H3NO2
Source: the OMol25 dataset
Level of theory: ωB97M-V/def2-TZVPD

Last columns: bonded neighbours and bond lengths (Å).
Element x y z (Å)
1 H -0.843 0.394 -0.387  N6 1.016
2 O 1.504 0.048 0.210  H3 0.972, O5 1.414
3 H 1.918 0.226 -0.651  O2 0.972
4 H -1.003 -0.463 1.034  N6 1.019
5 O 0.589 -0.998 -0.052  O2 1.414, N6 1.464
6 N -0.794 -0.527 0.039  H1 1.016, H4 1.019, O5 1.464

* multiplicity: 1
* HOMO-LUMO gap: 11.2 eV
* energy above the lowest of the compared OMol25 structures with the same formula, charge and spin: 1.407 eV
* SMILES string: NOO
* E_LUMO: 1.02 eV
* HOMO level: -10.16 eV

=====

[2]
Formula: H3NO2S2
Source: the OMol25 dataset
Level of theory: ωB97M-V/def2-TZVPD

Last columns: bonded neighbours and bond lengths (Å).
Element x y z (Å)
1 S -0.584 -1.306 -0.787  N5 1.663, O6 1.437, O7 1.985
2 H -1.530 2.277 -1.271  S3 1.371
3 S -0.232 1.835 -1.248  H2 1.371, O7 1.574
4 H -1.864 -2.185 1.234  N5 1.083
5 N -0.959 -1.863 0.735  S1 1.663, H4 1.083, H8 1.067
6 O -1.760 -1.254 -1.612  S1 1.437
7 O -0.241 0.585 -0.291  S1 1.985, S3 1.574
8 H -0.192 -1.891 1.476  N5 1.067

* multiplicity: 1
* HOMO-LUMO gap (alpha / beta): 8.3 / 8.3 eV
* energy above the lowest of the compared OMol25 structures with the same formula, charge and spin: 0.741 eV
* E_LUMO (alpha / beta): 0.19 / 0.19 eV
* HOMO level (alpha / beta): -8.08 / -8.09 eV

=====

[3]
Formula: H3NO2Si
Source: the OMol25 dataset
Level of theory: ωB97M-V/def2-TZVPD

Last columns: bonded neighbours and bond lengths (Å).
Element x y z (Å)
1 N 0.975 -0.098 0.091  O2 1.186, O3 1.373, Si6 1.777
2 O 1.714 -0.993 0.331  N1 1.186
3 O 1.408 1.099 -0.423  N1 1.373
4 H -1.297 0.643 -1.204  Si6 1.509
5 H -1.131 -1.475 -0.291  Si6 1.541
6 Si -0.800 -0.011 0.061  N1 1.777, H4 1.509, H5 1.541, H7 1.614
7 H -0.869 0.834 1.434  Si6 1.614

* multiplicity: 1
* HOMO-LUMO gap: 10.1 eV
* energy above the lowest of the compared OMol25 structures with the same formula, charge and spin: 1.247 eV
* SMILES string: O=[N+]([O-])[SiH3]
* E_LUMO: -0.64 eV
* HOMO level: -10.79 eV

=====

[4]
Formula: H3NO3P
Source: the OMol25 dataset
Level of theory: ωB97M-V/def2-TZVPD

Last columns: bonded neighbours and bond lengths (Å).
Element x y z (Å)
1 H -1.184 0.116 -1.273  N3 0.960
2 H 0.360 0.441 -1.595  N3 1.024
3 N -0.312 -0.283 -1.326  H1 0.960, H2 1.024, P7 1.688
4 H 0.087 0.803 1.760  O5 0.947
5 O -0.139 1.177 0.920  H4 0.947, P7 1.764
6 O 1.688 -0.528 0.355  P7 1.443
7 P 0.254 -0.410 0.259  N3 1.688, O5 1.764, O6 1.443, O8 1.499
8 O -0.755 -1.315 0.900  P7 1.499

* multiplicity: 1
* net charge: -1
* HOMO-LUMO gap: 9.2 eV
* energy above the lowest of the compared OMol25 structures with the same formula, charge and spin: 0.374 eV
* SMILES string: N[P@@](=O)([O-])O
* E_LUMO: 4.43 eV
* HOMO level: -4.82 eV

=====

[5]
Formula: H3NO3P
Source: the OMol25 dataset
Level of theory: ωB97M-V/def2-TZVPD

Last columns: bonded neighbours and bond lengths (Å).
Element x y z (Å)
1 O 0.665 -1.682 0.410  P2 1.753, H7 0.983
2 P -0.059 -0.736 -0.876  O1 1.753, O5 1.553, N6 1.844
3 O -0.012 1.214 0.777  N6 1.363, H8 1.108
4 H 0.507 1.508 -1.397  no bonds
5 O -1.514 -0.512 -0.379  P2 1.553
6 N 0.821 0.731 -0.188  P2 1.844, O3 1.363
7 H 0.463 -1.108 1.182  O1 0.983
8 H -0.871 0.586 0.471  O3 1.108

* multiplicity: 1
* net charge: -1
* HOMO-LUMO gap: 8.7 eV
* energy above the lowest of the compared OMol25 structures with the same formula, charge and spin: 5.370 eV
* E_LUMO: 4.60 eV
* HOMO level: -4.13 eV

=====

[6]
Formula: H3NO3PS
Source: the OMol25 dataset
Level of theory: ωB97M-V/def2-TZVPD

Last columns: bonded neighbours and bond lengths (Å).
Element x y z (Å)
1 P 0.566 -1.250 -0.009  S3 2.199, N7 1.691
2 O -0.663 1.288 -0.767  S3 1.469
3 S -1.177 0.089 -0.093  P1 2.199, O2 1.469, O5 1.469, O8 1.454
4 H 0.931 -1.002 -1.918  no bonds
5 O -1.337 0.273 1.356  S3 1.469
6 H 1.640 0.113 1.482  N7 1.016
7 N 1.459 0.099 0.482  P1 1.691, H6 1.016, H9 1.029
8 O -2.318 -0.530 -0.748  S3 1.454
9 H 0.898 0.919 0.214  N7 1.029

* multiplicity: 1
* net charge: -1
* HOMO-LUMO gap: 9.0 eV
* energy above the lowest of the compared OMol25 structures with the same formula, charge and spin: 1.244 eV
* E_LUMO: 4.11 eV
* HOMO level: -4.91 eV

=====

- Among the records above, which one has the lowest energy above the lowest of the compared OMol25 structures with the same formula, charge and spin?
  number 4